142
Properties=species:S:1:pos:R:3:forces:R:3 method="wB97M-V/def2-TZVPD" fmax_ha_per_bohr=0.084 e_lumo_ev=0.08 e_tot_ev=-214127.8514 homo_lumo_gap_ev=8.7
C -5.86006 5.77286 0.28194 -0.01 -0.46 0.02
C -5.08996 4.54563 0.75903 -0.11 0.85 0.27
O -3.95454 4.21977 -0.04059 -0.56 -0.26 0.19
C -3.73131 2.81620 -0.06805 0.96 0.12 -0.55
C -2.22597 2.49449 -0.09059 -0.58 -0.57 0.01
C -1.89274 1.23398 0.73372 0.68 -0.27 -0.41
C -1.65170 0.01929 -0.18734 -0.30 0.65 -0.38
C -0.26344 0.14276 -0.86526 -0.90 -0.78 0.40
C 0.81640 -0.97083 -0.60853 -0.32 1.48 -0.19
C 0.97285 -1.62979 -1.97744 -0.10 -1.13 0.47
Br 2.45951 -2.92516 -2.11454 -0.04 0.64 0.12
C -0.39201 -2.24466 -2.44651 0.47 0.23 -1.10
C -0.71849 -1.76956 -3.86700 -0.06 0.33 0.18
Br -0.49278 -4.19997 -2.48332 -0.23 0.09 0.37
O 1.99522 -0.19182 -0.27603 0.41 -0.22 -0.12
C 1.99868 0.03812 1.07732 -2.48 -3.15 -1.10
O 2.54243 0.93964 1.54270 2.05 3.39 1.67
C 1.20454 -1.04405 1.83013 0.07 -0.20 -0.93
C 0.20523 -0.57763 2.90036 0.04 -0.21 0.42
N -1.15506 -1.09610 2.77377 0.16 0.49 0.29
C -1.37744 -2.36727 3.47564 -0.25 -0.08 -0.92
C 0.78839 -1.88193 0.61140 0.64 -1.75 -0.31
O -0.21002 -2.86788 0.73761 -0.79 0.57 0.23
H -6.63259 5.97181 1.02254 -0.10 0.02 0.12
H -5.22909 6.65354 0.25510 0.16 0.13 -0.24
H -6.37027 5.61755 -0.67023 0.25 0.20 0.03
H -4.73239 4.78118 1.76620 0.02 -0.26 0.17
H -5.78789 3.71193 0.83296 0.06 -0.22 -0.10
H -4.16001 2.41901 -0.99287 -0.36 -0.14 0.11
H -4.16778 2.29719 0.78079 -0.30 0.21 0.20
H -1.64460 3.35351 0.21730 -0.04 0.26 0.21
H -1.96266 2.26739 -1.12115 0.28 0.27 -0.18
H -2.63737 0.99910 1.48853 -0.22 0.13 0.04
H -0.95128 1.41649 1.24323 0.06 0.01 0.41
H -1.83830 -0.93022 0.29732 0.28 -0.09 0.31
H -2.39774 0.11371 -0.97920 -0.17 -0.26 -0.09
H -0.43513 0.22646 -1.93427 0.21 0.04 -0.19
H 0.16153 1.09630 -0.58423 0.30 0.15 0.13
H 1.22079 -0.85289 -2.68339 0.30 0.15 -0.12
H -1.21001 -1.92287 -1.81854 0.02 -0.13 0.44
H -1.79010 -1.65498 -3.97560 -0.25 -0.30 -0.16
H -0.29934 -0.78017 -4.04045 0.12 0.11 -0.01
H -0.33269 -2.44126 -4.62371 0.06 -0.08 -0.11
H 1.99889 -1.59667 2.33276 -0.12 -0.08 0.20
H 0.61055 -0.90286 3.86058 0.24 0.05 0.09
H 0.18525 0.50532 2.96337 -0.04 0.23 -0.26
H -1.75154 -0.37785 3.15889 -0.19 -0.15 -0.03
H -2.06713 -2.27821 4.31217 0.18 0.13 0.28
H -1.82426 -3.06799 2.77246 -0.05 -0.17 -0.02
H -0.42756 -2.80384 3.77094 0.07 0.00 0.33
H 1.69769 -2.47492 0.44413 0.19 0.21 -0.20
H -0.47384 -3.20026 -0.13336 0.23 -0.04 0.22
C -6.04543 -5.30781 -1.21182 -0.06 0.17 0.14
C -4.75145 -4.84999 -1.82944 0.03 0.11 0.06
O -4.20871 -3.82210 -1.48566 -0.01 -0.06 -0.05
C -4.15677 -5.73415 -2.89956 0.18 0.21 0.03
H -6.36159 -4.58706 -0.45958 0.02 0.01 -0.02
H -6.82141 -5.38399 -1.97670 0.04 -0.13 -0.02
H -5.89341 -6.27849 -0.73697 -0.13 0.09 -0.20
H -4.85169 -5.82482 -3.73638 -0.04 -0.15 0.05
H -3.94454 -6.72300 -2.48931 -0.16 -0.05 -0.05
H -3.23018 -5.28734 -3.25126 0.01 0.00 -0.03
C 5.17961 1.57807 0.63966 0.40 0.46 0.28
C 6.44190 2.28091 0.20825 -0.04 0.00 -0.04
O 6.78549 3.33218 0.70265 0.01 -0.05 -0.06
C 7.26219 1.61751 -0.87381 0.18 0.26 0.05
H 4.70166 2.16397 1.41813 -0.02 -0.06 0.02
H 4.48565 1.48043 -0.18978 0.06 -0.27 -0.01
H 5.43265 0.59316 1.03598 -0.15 -0.09 -0.14
H 6.66766 1.51746 -1.78382 -0.03 -0.17 0.04
H 7.58908 0.63071 -0.54238 -0.12 -0.07 -0.10
H 8.13868 2.22578 -1.08950 -0.02 0.00 0.01
C -3.82533 -7.77881 2.51480 -0.09 0.24 -0.14
C -4.24740 -8.36581 1.19086 -0.01 0.06 -0.03
O -4.66299 -7.66583 0.29427 0.15 -0.21 0.12
C -4.12902 -9.86191 1.03295 -0.11 0.08 -0.26
H -3.96105 -6.69956 2.49165 0.00 -0.01 -0.02
H -4.43397 -8.19543 3.31895 0.13 -0.10 0.04
H -2.77319 -7.99888 2.70215 -0.05 -0.12 0.10
H -4.75034 -10.36594 1.77478 0.14 -0.03 0.09
H -3.08967 -10.16927 1.15838 -0.04 -0.05 0.15
H -4.46431 -10.14856 0.03841 0.00 0.02 0.01
C 6.52652 8.31022 1.09775 -0.10 0.24 -0.11
C 6.31967 7.81578 -0.31439 -0.03 0.04 -0.14
O 5.89427 8.54476 -1.18258 0.01 -0.04 0.08
C 6.66670 6.37397 -0.58861 -0.14 0.15 -0.26
H 6.23976 9.35811 1.15916 0.00 -0.01 -0.02
H 5.91110 7.73292 1.78941 0.14 -0.09 0.05
H 7.57668 8.21326 1.37734 -0.04 -0.14 0.09
H 6.05837 5.71589 0.03243 0.20 -0.06 0.13
H 7.72207 6.19587 -0.37917 -0.06 -0.12 0.18
H 6.47234 6.15027 -1.63620 0.01 0.03 0.00
C 1.95669 3.92270 -3.23111 -0.25 -0.09 -0.12
C 2.16034 2.43275 -3.34100 -0.12 -0.20 -0.05
O 1.31034 1.70893 -3.81533 0.02 0.02 0.11
C 3.46684 1.87902 -2.83163 -0.14 -0.31 -0.20
H 0.97919 4.18465 -3.63094 0.01 -0.02 0.00
H 2.00549 4.22909 -2.18476 0.16 0.05 -0.02
H 2.72468 4.44833 -3.80072 0.08 0.04 0.15
H 3.56079 2.08602 -1.76740 0.10 0.24 -0.06
H 4.29407 2.31813 -3.39286 0.06 0.14 0.21
H 3.49215 0.79832 -2.96424 -0.07 0.01 -0.03
C 4.89472 -3.58942 3.69235 -0.05 0.30 0.09
C 3.43506 -3.78971 4.01465 -0.05 0.06 0.00
O 2.73686 -2.87121 4.38690 0.00 -0.02 -0.07
C 2.88891 -5.18405 3.85136 -0.43 0.20 0.15
H 5.15988 -2.54547 3.85075 -0.03 -0.01 0.00
H 5.50849 -4.21563 4.34123 0.01 -0.14 -0.15
H 5.08562 -3.85032 2.65000 0.07 -0.17 0.05
H 3.42377 -5.86870 4.50672 0.14 -0.06 -0.17
H 2.99999 -5.50742 2.81493 0.16 -0.11 0.05
H 1.83131 -5.19152 4.11238 0.01 0.07 -0.04
C 3.63257 -9.09636 3.94945 0.00 0.24 0.15
C 4.85318 -8.36049 3.45059 0.06 0.06 0.03
O 5.18167 -7.29241 3.91573 0.07 -0.15 -0.02
C 5.64430 -9.01624 2.34542 0.13 0.24 0.03
H 3.15799 -8.51832 4.73982 0.02 0.00 -0.01
H 2.91994 -9.23283 3.13432 0.05 -0.16 -0.01
H 3.92074 -10.06995 4.34862 -0.06 -0.07 -0.14
H 5.01533 -9.14966 1.46368 -0.01 -0.16 0.04
H 6.01652 -9.98652 2.67776 -0.12 -0.07 -0.09
H 6.49036 -8.38477 2.08301 -0.02 0.00 0.02
C -1.58423 8.31356 0.41259 -0.10 0.11 0.21
C -2.26832 9.47718 -0.26462 -0.05 0.09 0.07
O -2.79276 10.36108 0.37250 0.04 -0.07 -0.05
C -2.26796 9.48512 -1.77504 -0.13 0.21 0.04
H -1.65800 8.43042 1.49179 -0.01 0.02 -0.02
H -2.06743 7.37759 0.12449 0.13 -0.04 -0.10
H -0.52984 8.28363 0.13246 -0.04 -0.13 -0.11
H -2.77830 8.59743 -2.15299 0.14 -0.07 -0.03
H -1.24265 9.50375 -2.14847 -0.01 -0.16 -0.03
H -2.78978 10.37068 -2.13136 0.00 -0.01 0.02
C -5.48554 4.10612 -3.03593 -0.01 -0.10 0.15
C -6.16482 5.25780 -3.71666 -0.15 0.20 0.10
O -6.68758 6.13358 -3.06360 -0.03 0.01 -0.24
C -6.16536 5.27945 -5.22658 -0.14 0.26 0.08
H -5.56942 4.23618 -1.96306 0.09 -0.05 0.00
H -5.95479 3.16098 -3.31746 0.14 -0.01 -0.16
H -4.42658 4.08982 -3.30157 -0.02 -0.16 -0.08
H -6.67369 4.39434 -5.61222 0.15 -0.07 -0.03
H -5.14039 5.30307 -5.60020 -0.01 -0.16 -0.03
H -6.68879 6.16725 -5.57551 0.00 -0.01 0.02